# 1
The following is a DFT calculation (the ωB97M-V functional and the def2-TZVPD basis) of C17H18CrN3O4 as an isolated structure.

XYZ file:
```
43
Properties=species:S:1:pos:R:3:nbo_charge:R:1
Cr -0.39 0.59 -0.24 1.2643
C 1.09 2.81 1.77 -0.1857
O 0.90 1.83 0.84 -0.9583
H 1.73 3.63 1.40 0.1192
H 1.51 2.39 2.71 0.1159
H 0.15 3.33 2.06 0.1175
C -2.69 1.06 -1.37 0.9332
O -1.90 2.08 -1.06 -0.8838
O -3.75 1.23 -2.00 -0.7865
O -2.15 -0.09 -1.07 -0.8834
N 0.52 -1.45 -0.11 -0.4526
C 1.79 -1.53 0.30 0.0469
C 2.42 -2.75 0.47 -0.2526
C 1.70 -3.93 0.29 -0.1744
C 0.43 -3.83 -0.25 -0.2676
C -0.10 -2.56 -0.46 0.0606
H 2.34 -0.61 0.41 0.2243
H 3.47 -2.85 0.73 0.2117
H 2.22 -4.86 0.48 0.2080
H -0.17 -4.72 -0.40 0.2177
H -1.03 -2.45 -1.02 0.2390
N 0.77 0.84 -2.17 -0.4578
C 0.27 0.26 -3.25 0.0732
C 0.88 0.36 -4.49 -0.2554
C 1.95 1.21 -4.65 -0.1756
C 2.48 1.84 -3.53 -0.2711
C 1.84 1.61 -2.32 0.0492
H -0.56 -0.43 -3.15 0.2236
H 0.45 -0.18 -5.33 0.2104
H 2.33 1.44 -5.64 0.2044
H 3.22 2.63 -3.61 0.2137
H 2.04 2.19 -1.42 0.2336
N -1.46 0.05 1.84 -0.4370
C -2.19 1.10 2.23 0.0675
C -2.80 1.18 3.46 -0.2592
C -2.67 0.14 4.35 -0.1738
C -1.92 -0.97 3.95 -0.2620
C -1.36 -0.97 2.69 0.0467
H -2.21 1.88 1.46 0.2470
H -3.43 2.02 3.74 0.2166
H -3.05 0.13 5.37 0.2044
H -1.92 -1.85 4.59 0.2044
H -0.75 -1.81 2.38 0.1836
```

Output
* 2S+1: 5
* total charge: -1
* ⟨S²⟩: 6.014
* orbital gap (spin up / spin down): 5.070 / 6.213 eV
* ΔE to the lowest compared entry with this formula, charge and spin: 0.00 kJ/mol

# 2
The following is a DFT calculation (the ωB97M-V functional and the def2-TZVPD basis) of one molecule with the formula C17H18F3N3O.

XYZ file:
```
42
Properties=species:S:1:pos:R:3:nbo_charge:R:1
C -0.68 -1.79 2.17 -0.4101
N -1.74 -1.35 1.29 -0.4248
C -2.06 -2.25 0.18 -0.2408
C -1.14 -1.95 -0.98 -0.0523
C 0.15 -2.44 -1.02 -0.2079
C 1.02 -2.07 -2.03 -0.2074
C 0.60 -1.20 -3.02 -0.2179
C -0.70 -0.72 -3.01 -0.2306
C -1.56 -1.09 -1.99 -0.1629
C -2.29 -0.12 1.26 0.6747
O -3.20 0.18 0.51 -0.6281
C -1.65 0.95 2.17 -0.3033
N -0.32 1.19 1.69 -0.1449
N 0.75 0.82 2.38 -0.2449
C 1.81 1.04 1.60 -0.0016
C 3.18 0.69 2.05 0.9727
F 3.41 -0.65 1.97 -0.3291
F 3.43 1.03 3.32 -0.3136
F 4.12 1.27 1.30 -0.3227
C 1.40 1.56 0.37 -0.0928
C 0.03 1.65 0.47 0.1565
C -0.63 2.17 -0.74 -0.4344
C 0.59 2.63 -1.58 -0.3814
C 1.87 2.00 -0.98 -0.4158
H -0.85 -2.84 2.41 0.2013
H 0.30 -1.69 1.70 0.2104
H -0.67 -1.22 3.09 0.2230
H -3.10 -2.07 -0.10 0.2411
H -1.94 -3.28 0.52 0.2065
H 0.49 -3.13 -0.25 0.2107
H 2.03 -2.45 -2.04 0.2168
H 1.28 -0.91 -3.81 0.2152
H -1.04 -0.05 -3.79 0.2147
H -2.57 -0.70 -1.97 0.2231
H -1.60 0.65 3.21 0.2421
H -2.26 1.85 2.07 0.2377
H -1.20 1.39 -1.25 0.2364
H -1.32 2.99 -0.53 0.2232
H 0.67 3.72 -1.54 0.2081
H 0.47 2.36 -2.63 0.2128
H 2.20 1.14 -1.56 0.2175
H 2.70 2.71 -0.93 0.2225
```

Output
* SMILES: CN(Cc1ccccc1)C(=O)Cn1nc(C(F)(F)F)c2c1CCC2
* orbital gap: 9.760 eV
* ΔE to the lowest compared entry with this formula, charge and spin: 52.08 kJ/mol

# 3
The following is a DFT calculation (the ωB97M-V functional and the def2-TZVPD basis) of one molecule with the formula C17H18F3N3O4S.

XYZ file:
```
46
Properties=species:S:1:pos:R:3:nbo_charge:R:1
F 0.42 1.08 2.64 -0.3361
C 0.93 -0.11 2.41 0.9169
F 2.04 -0.24 3.16 -0.3197
F 0.08 -1.07 2.85 -0.3215
S 1.26 -0.18 0.50 0.2801
N 2.00 -1.98 1.25 -0.7162
C 1.25 -3.10 1.32 0.7019
O 0.10 -3.28 0.99 -0.6186
C 2.19 -4.17 1.91 -0.5257
C 3.49 -3.51 2.09 -0.5240
C 3.30 -2.07 1.60 0.7024
O 4.17 -1.22 1.54 -0.6233
H 1.77 -4.62 2.80 0.2246
H 2.27 -5.02 1.27 0.2219
H 3.90 -3.55 3.09 0.2251
H 4.26 -4.01 1.54 0.2223
C -2.47 1.65 2.03 -0.2633
O -1.57 1.43 0.93 -0.5181
C -1.93 0.53 -0.02 0.4257
C -1.25 0.63 -1.23 -0.0315
N -0.15 1.56 -1.20 -0.3428
C 0.89 1.48 -0.28 0.2677
N 1.57 2.68 -0.40 -0.3389
C 2.74 3.05 0.41 -0.4131
C 1.02 3.45 -1.45 -0.0764
C -0.11 2.77 -1.88 -0.0333
C -1.92 0.26 -2.43 0.3958
O -1.43 0.58 -3.67 -0.5117
C -1.97 -0.32 -4.70 -0.2615
C -3.17 -0.37 -2.35 -0.3450
C -3.78 -0.58 -1.13 -0.1462
C -3.14 -0.15 0.02 -0.3321
H -1.95 2.38 2.63 0.2058
H -3.45 2.07 1.73 0.1900
H -2.54 0.76 2.68 0.1963
H 2.73 2.30 1.22 0.2474
H 3.68 2.90 -0.16 0.2262
H 2.65 4.06 0.85 0.2201
H 1.40 4.41 -1.76 0.2364
H -0.91 3.11 -2.45 0.2340
H -1.34 -0.15 -5.56 0.2037
H -1.85 -1.37 -4.38 0.1982
H -3.02 -0.11 -4.98 0.1816
H -3.72 -0.68 -3.27 0.2260
H -4.76 -1.06 -1.11 0.2237
H -3.67 -0.21 0.96 0.2248
```

Output
* orbital gap: 8.146 eV
* ΔE to the lowest compared entry with this formula, charge and spin: 135.46 kJ/mol

# 4
The following is a DFT calculation (the ωB97M-V functional and the def2-TZVPD basis) of one molecule with the formula C17H18F3NO.

XYZ file:
```
40
Properties=species:S:1:pos:R:3:nbo_charge:R:1
O -2.37 -1.84 2.17 -0.7247
C -2.80 -0.77 1.36 -0.0905
C -2.96 -1.14 -0.13 -0.2257
N -1.77 -1.21 -0.93 -0.4577
C -0.79 -2.25 -0.67 -0.2470
C 0.55 -1.77 -0.15 0.0505
C 1.67 -1.83 -0.97 -0.2479
C 2.90 -1.38 -0.52 -0.2138
C 3.02 -0.86 0.75 -0.2185
C 1.91 -0.80 1.58 -0.1948
C 0.69 -1.26 1.13 -0.2458
C -1.37 -0.07 -1.71 -0.2268
C -0.68 1.05 -0.95 -0.0444
C -1.41 1.89 -0.11 -0.2012
C -0.78 2.87 0.63 -0.2101
C 0.58 3.05 0.54 -0.1782
C 1.31 2.24 -0.33 -0.1595
C 2.79 2.48 -0.45 0.9756
F 3.06 3.75 -0.84 -0.3294
F 3.43 2.32 0.72 -0.3276
F 3.39 1.69 -1.34 -0.3220
C 0.69 1.25 -1.07 -0.1245
H -3.02 -2.56 2.10 0.4656
H -2.05 0.01 1.49 0.1930
H -3.77 -0.39 1.73 0.1580
H -3.63 -0.41 -0.59 0.1992
H -3.46 -2.12 -0.17 0.1823
H -1.22 -2.93 0.06 0.2181
H -0.62 -2.80 -1.60 0.1817
H 1.58 -2.23 -1.97 0.2066
H 3.76 -1.44 -1.17 0.2151
H 3.98 -0.50 1.11 0.2184
H 2.00 -0.41 2.58 0.2133
H -0.16 -1.25 1.80 0.2303
H -0.69 -0.44 -2.49 0.2028
H -2.26 0.33 -2.20 0.2019
H -2.48 1.78 -0.05 0.2078
H -1.36 3.51 1.28 0.2170
H 1.09 3.81 1.12 0.2257
H 1.27 0.64 -1.74 0.2270
```

Output
* SMILES: OCCN(Cc1ccccc1)Cc1cccc(C(F)(F)F)c1
* orbital gap: 8.835 eV
* ΔE to the lowest compared entry with this formula, charge and spin: 28.79 kJ/mol

# 5
The following is a DFT calculation (the ωB97M-V functional and the def2-TZVPD basis) of a 3-piece molecular cluster, C17H18FO8PS overall.

XYZ file:
```
46
Properties=species:S:1:pos:R:3:nbo_charge:R:1
O -3.50 2.75 -0.27 -0.5484
C -2.84 2.31 -1.20 0.4763
C -1.63 1.53 -1.03 -0.4241
C -0.96 1.11 -2.11 0.3880
O 0.16 0.39 -2.02 -0.6482
C -1.43 1.40 -3.51 0.4578
O -0.76 0.99 -4.44 -0.5334
C -2.67 2.15 -3.67 -0.3881
C -3.33 2.58 -2.59 0.3212
O -4.46 3.27 -2.67 -0.6274
H -1.29 1.33 -0.03 0.2610
H 0.44 0.21 -2.94 0.5108
H -3.01 2.35 -4.68 0.2447
H -4.73 3.45 -1.75 0.5066
O 1.11 -6.56 0.91 -0.5352
C 1.19 -5.75 0.00 0.4735
C 1.76 -6.06 -1.30 -0.3878
C 1.83 -5.10 -2.24 0.3234
O 2.33 -5.31 -3.45 -0.6246
C 1.32 -3.71 -1.99 0.4755
O 1.42 -2.89 -2.88 -0.5424
C 0.72 -3.41 -0.70 -0.3906
C 0.66 -4.37 0.24 0.3239
O 0.12 -4.17 1.44 -0.6270
H 2.13 -7.06 -1.47 0.2459
H 2.26 -4.46 -3.92 0.5076
H 0.34 -2.41 -0.54 0.2496
H 0.21 -5.02 1.92 0.5080
C -1.73 3.94 2.61 -0.2281
C -0.73 4.24 3.49 -0.6527
P 0.92 3.57 3.42 0.6756
S 2.08 4.93 2.24 -0.3355
C 0.83 2.03 2.34 -0.0664
F -0.45 1.72 1.87 -0.3768
C 1.45 0.84 3.05 -0.4443
C 1.85 -0.27 2.06 -0.6118
H -1.76 4.28 1.57 0.1983
H -2.58 3.33 2.93 0.1990
H -0.93 4.94 4.31 0.2441
H 3.30 4.77 2.79 0.1437
H 1.46 2.22 1.46 0.1856
H 2.35 1.20 3.54 0.2191
H 0.74 0.41 3.77 0.2210
H 1.07 -1.03 1.99 0.2127
H 2.02 0.13 1.06 0.2073
H 2.75 -0.79 2.38 0.2127
```

Output
* SMILES: O=C1C=C(O)C(=O)C=C1O.O=C1C=C(O)C(=O)C=C1O.C=CP(S)[C@H](F)CC
* orbital gap: 6.398 eV

# 6
The following is a DFT calculation (the ωB97M-V functional and the def2-TZVPD basis) of one molecule with the formula C17H18N2O3S2.

XYZ file:
```
42
Properties=species:S:1:pos:R:3:nbo_charge:R:1
C -0.66 -1.68 1.30 -0.7168
C -2.13 -1.37 1.47 0.6936
O -2.88 -2.10 2.07 -0.6008
N -2.63 -0.25 0.84 -0.4725
C -4.10 -0.20 0.83 -0.2181
C -4.65 0.91 -0.03 -0.5274
S -3.85 0.90 -1.66 0.2591
C -2.27 1.31 -1.00 -0.1934
C -1.47 2.24 -1.66 -0.2083
C -0.27 2.65 -1.09 -0.1882
C 0.07 2.16 0.15 -0.3361
S 1.60 2.72 0.91 2.3235
O 1.75 4.13 0.68 -0.9299
O 1.67 2.22 2.24 -0.9290
N 2.77 2.00 -0.04 -0.8650
C 2.75 0.62 -0.28 0.2041
C 2.89 0.12 -1.57 -0.2505
C 2.89 -1.25 -1.78 -0.1973
C 2.74 -2.14 -0.73 -0.0346
C 2.74 -3.62 -0.98 -0.6260
C 2.61 -1.63 0.55 -0.1888
C 2.61 -0.26 0.78 -0.2709
C -0.70 1.23 0.81 -0.2265
C -1.88 0.75 0.23 0.2170
H -0.25 -1.26 0.39 0.2332
H -0.10 -1.31 2.15 0.2377
H -0.56 -2.76 1.29 0.2467
H -4.45 -1.17 0.46 0.2210
H -4.45 -0.10 1.86 0.2182
H -4.48 1.89 0.41 0.2214
H -5.72 0.77 -0.19 0.2448
H -1.80 2.63 -2.61 0.2310
H 0.36 3.38 -1.57 0.2335
H 2.98 2.57 -0.85 0.4104
H 3.01 0.80 -2.40 0.2071
H 3.00 -1.63 -2.79 0.2128
H 3.72 -3.94 -1.33 0.2212
H 2.01 -3.88 -1.75 0.2192
H 2.51 -4.17 -0.07 0.2155
H 2.50 -2.30 1.39 0.2123
H 2.51 0.13 1.78 0.2453
H -0.39 0.91 1.79 0.2514
```

Output
* SMILES: CC(=O)N1CCSc2ccc(S(=O)(=O)Nc3ccc(C)cc3)cc21
* orbital gap: 8.954 eV
* ΔE to the lowest compared entry with this formula, charge and spin: 45.66 kJ/mol

The records above give, respectively, max |F| values of 2.50, 1.03, 3.49, 0.58, 1.90, 1.01 eV/A.